[1]
# C7H17BrOSi

A cluster of 2 separate species, C7H17BrOSi in total in a non-equilibrium geometry (ωB97M-V with the def2-TZVPD basis set, the OMol25 dataset).

Results
- ΔE to the lowest compared entry with this formula, charge and spin (kJ/mol) = 243.4
- electronic energy (eV) = -87500.7309
- charge = 0
- highest occupied orbital energy (spin up / spin down) (eV) = -7.1 / -7.6
- lowest unoccupied orbital energy (spin up / spin down) (eV) = 0.57 / -0.33

Each line ends with the Mulliken charge.
Atoms and positions in Å:
1 C -0.050 1.457 2.257  -1.68
2 C -0.441 2.930 0.270  -1.39
3 C -1.167 -2.571 -1.114  -1.08
4 C -0.759 -2.529 1.496  -0.88
5 C 1.196 0.735 -2.906  -0.61
6 C 0.470 1.893 0.896  0.70
7 C -0.265 -2.517 0.083  -0.17
8 O 0.780 1.213 -1.693  -0.08
9 Si 0.823 0.484 -0.234  0.17
10 Br 2.752 -0.487 0.252  -0.35
11 H 0.535 0.668 2.645  0.43
12 H -0.005 2.137 3.042  0.48
13 H -1.059 1.208 2.225  0.41
14 H -1.350 2.482 -0.132  0.37
15 H -0.082 3.263 -0.734  0.32
16 H -0.551 3.766 0.997  0.36
17 H -1.716 -3.497 -1.249  0.35
18 H -1.957 -1.758 -1.147  0.26
19 H -0.652 -2.335 -2.065  0.24
20 H -1.463 -1.730 1.741  0.22
21 H 0.204 -2.666 2.128  0.21
22 H -1.316 -3.474 1.678  0.39
23 H 2.357 1.065 -3.087  0.20
24 H 0.497 1.189 -3.653  0.24
25 H 1.060 -0.365 -2.888  0.25
26 H 1.439 2.340 1.189  0.20
27 H 0.722 -2.902 0.001  0.46


[2]
# C4H4N2

An isolated molecule of C4H4N2 in a non-equilibrium geometry (ωB97M-V with the def2-TZVPD basis set, the OMol25 dataset).

Results
- ΔE to the lowest compared entry with this formula, charge and spin (kJ/mol) = 382.1
- electronic energy (eV) = -7188.7288
- charge = 0
- SMILES string = c1ccnnc1
- highest occupied orbital energy (eV) = -9.4
- lowest unoccupied orbital energy (eV) = 0.16

Each line ends with the Mulliken charge.
Atoms and positions in Å:
1 C -0.773 -0.609 0.382  -0.29
2 C 0.457 -0.401 0.865  -0.29
3 C 1.222 -0.070 -0.374  0.02
4 N 0.903 0.689 -1.367  -0.38
5 N -0.268 1.341 -1.136  -0.38
6 C -1.038 0.663 -0.356  0.02
7 H -1.499 -1.392 0.625  0.33
8 H 0.871 -0.622 1.854  0.33
9 H 1.844 -0.893 -0.680  0.32
10 H -1.719 1.294 0.187  0.32


[3]
# C2H6BrClSi

A cluster of 2 separate species, C2H6BrClSi in total in a non-equilibrium geometry (ωB97M-V with the def2-TZVPD basis set, the OMol25 dataset).

Results
- ΔE to the lowest compared entry with this formula, charge and spin (kJ/mol) = 195.5
- electronic energy (eV) = -92614.4150
- charge = 0
- SMILES string = Cl[SiH2]Br.C=C
- highest occupied orbital energy (eV) = -9.8
- lowest unoccupied orbital energy (eV) = 0.65

Each line ends with the Mulliken charge.
Atoms and positions in Å:
1 Cl -0.792 -1.343 1.580  -0.23
2 Si 0.871 -1.849 0.474  0.59
3 Br 0.534 -1.781 -1.708  -0.19
4 H 1.608 -0.625 0.534  -0.08
5 H 1.521 -3.180 0.834  -0.11
6 C -0.790 0.959 -0.747  -0.56
7 C -0.435 1.959 0.100  -0.51
8 H -0.746 1.131 -1.890  0.19
9 H -1.268 0.143 -0.318  0.41
10 H 0.153 2.766 -0.081  0.33
11 H -0.655 1.821 1.222  0.14


[4]
# C24H44FI2N6O4P2

A cluster of 2 separate species, C24H44FI2N6O4P2 in total in a non-equilibrium geometry (ωB97M-V with the def2-TZVPD basis set, the OMol25 dataset).

Results
- electronic energy (eV) = -80217.8879
- charge = +1
- highest occupied orbital energy (eV) = -11.6
- lowest unoccupied orbital energy (eV) = -3.91

Each line ends with the Mulliken charge.
Atoms and positions in Å:
1 C 4.451 -1.118 0.731  -0.68
2 C 3.805 -2.457 1.340  -0.50
3 I 4.614 -4.133 0.133  0.11
4 C 2.233 -2.439 1.026  -1.01
5 N 1.444 -1.379 1.750  0.40
6 C 0.413 -0.693 1.185  -0.80
7 N -0.035 -0.932 -0.163  0.63
8 C -1.547 -0.917 -0.308  -0.83
9 P -2.317 -2.668 -0.293  0.17
10 N -3.668 -2.534 -1.453  -0.64
11 O -1.282 -3.834 -1.000  -0.47
12 C -2.268 0.140 0.654  1.46
13 F -3.184 0.970 -0.124  -0.52
14 C -3.200 -0.670 1.663  -0.63
15 C -2.763 -1.263 3.031  -0.35
16 C -3.823 -2.015 3.873  -0.23
17 N -5.188 -2.250 3.541  -0.51
18 C -5.589 -1.676 2.298  -0.29
19 C -4.719 -0.874 1.303  -0.73
20 C -1.227 1.147 1.336  0.67
21 C -0.659 2.099 0.127  -1.19
22 N 0.827 2.247 0.140  -0.28
23 C -2.000 2.180 2.324  -0.64
24 C -1.068 2.879 3.414  -0.91
25 C 0.101 3.816 2.851  0.54
26 C 0.676 4.645 4.133  -0.66
27 O 1.666 5.649 3.756  -0.34
28 C 2.880 4.977 3.399  0.22
29 O 3.928 4.987 4.067  -0.45
30 N -0.192 0.337 2.005  1.23
31 P 2.008 -1.111 3.451  0.01
32 O 0.631 -1.038 4.506  -0.44
33 I 3.240 1.061 3.580  0.03
34 H 3.673 -0.576 0.067  0.16
35 H 5.282 -1.432 -0.009  0.39
36 H 4.950 -0.428 1.485  0.14
37 H 4.100 -2.711 2.403  0.64
38 H 1.762 -3.448 1.339  0.19
39 H 2.155 -2.383 -0.116  0.47
40 H 0.221 -1.841 -0.568  0.39
41 H -1.727 -0.520 -1.386  0.48
42 H -4.567 -2.573 -0.960  0.33
43 H -3.569 -1.695 -2.041  0.32
44 H -1.332 -3.726 -1.979  0.31
45 H -1.700 -1.139 3.403  0.10
46 H -3.462 -2.429 4.886  0.29
47 H -6.686 -1.843 1.990  0.34
48 H -5.132 -0.467 0.312  0.44
49 H -1.108 3.148 0.143  0.40
50 H -0.922 1.668 -0.914  0.23
51 H 1.225 1.923 -0.753  -0.02
52 H 1.104 3.243 0.196  0.36
53 H -2.852 1.670 2.914  0.23
54 H -2.530 3.023 1.737  0.45
55 H -0.549 2.040 4.024  0.12
56 H -1.693 3.475 4.163  0.60
57 H -0.195 4.519 2.005  0.25
58 H 0.983 3.132 2.543  -0.39
59 H -0.158 5.059 4.795  0.36
60 H 1.241 3.872 4.786  0.29
61 H 2.858 4.357 2.424  0.31
62 H 0.531 0.989 2.347  0.10
63 H 0.150 -1.875 4.310  0.37
64 C 0.151 -1.024 -7.378  -1.20
65 C 1.449 -1.122 -6.588  -0.45
66 C 1.308 -1.924 -5.293  -1.00
67 C 0.333 -1.335 -4.268  -0.29
68 C 0.647 0.093 -3.818  -0.01
69 C 1.991 0.218 -3.113  -1.08
70 H -0.628 -0.504 -6.814  0.28
71 H 0.314 -0.469 -8.305  0.39
72 H -0.220 -2.019 -7.640  0.30
73 H 1.829 -0.118 -6.377  0.24
74 H 2.202 -1.610 -7.215  0.41
75 H 2.297 -2.033 -4.836  0.31
76 H 0.978 -2.941 -5.538  0.44
77 H 0.321 -1.991 -3.386  -0.10
78 H -0.684 -1.361 -4.673  0.52
79 H -0.140 0.421 -3.129  -0.10
80 H 0.614 0.779 -4.669  0.53
81 H 2.026 -0.424 -2.227  0.05
82 H 2.153 1.250 -2.789  0.28
83 H 2.821 -0.055 -3.768  0.47